{
  "formula": "C68H154F3N8O13S",
  "method": "ωB97M-V/def2-TZVPD",
  "elements": ["C", "O", "C", "C", "N", "H", "H", "C", "C", "O", "C", "H", "H", "H", "H", "H", "H", "H", "H", "H", "H", "H", "H", "H", "H", "C", "O", "C", "C", "N", "H", "H", "C", "C", "O", "C", "H", "H", "H", "H", "H", "H", "H", "H", "H", "H", "H", "H", "H", "H", "C", "O", "C", "C", "N", "H", "H", "C", "C", "O", "C", "H", "H", "H", "H", "H", "H", "H", "H", "H", "H", "H", "H", "H", "H", "C", "C", "C", "N", "C", "C", "C", "C", "C", "C", "H", "H", "H", "H", "H", "H", "H", "H", "H", "H", "H", "H", "H", "H", "H", "H", "H", "H", "H", "H", "C", "C", "C", "N", "C", "C", "C", "C", "C", "C", "H", "H", "H", "H", "H", "H", "H", "H", "H", "H", "H", "H", "H", "H", "H", "H", "H", "H", "H", "H", "C", "C", "C", "N", "C", "C", "C", "C", "C", "C", "H", "H", "H", "H", "H", "H", "H", "H", "H", "H", "H", "H", "H", "H", "H", "H", "H", "H", "H", "H", "C", "C", "C", "N", "C", "C", "C", "C", "C", "C", "H", "H", "H", "H", "H", "H", "H", "H", "H", "H", "H", "H", "H", "H", "H", "H", "H", "H", "H", "H", "C", "C", "C", "N", "C", "C", "C", "C", "C", "C", "H", "H", "H", "H", "H", "H", "H", "H", "H", "H", "H", "H", "H", "H", "H", "H", "H", "H", "H", "H", "C", "C", "O", "O", "H", "H", "H", "C", "C", "O", "O", "H", "H", "H", "C", "F", "F", "F", "S", "O", "O", "O"],
  "positions_angstrom": [[-6.28744, -4.76045, 1.40967], [-5.13965, -4.02531, 1.82087], [-3.91345, -4.57272, 1.24939], [-2.92378, -3.43565, 1.06746], [-3.50866, -2.25029, 0.20698], [-2.68415, -1.68607, 0.05882], [-3.78361, -2.46477, -0.74091], [-4.51728, -1.28678, 0.84032], [-4.56209, -0.08513, -0.12951], [-4.74386, -0.54509, -1.45267], [-4.31384, 0.44814, -2.39431], [-6.30762, -4.80684, 0.32084], [-7.15127, -4.19309, 1.75607], [-6.29572, -5.81110, 1.69982], [-4.00924, -5.14967, 0.32957], [-3.56651, -5.17857, 2.08646], [-2.02900, -3.62208, 0.47357], [-2.65491, -3.01978, 2.03848], [-4.08005, -1.06729, 1.81436], [-5.41933, -1.82223, 1.13646], [-3.60669, 0.43509, -0.06108], [-5.30574, 0.64589, 0.18779], [-3.22817, 0.53141, -2.44429], [-4.72708, 1.39850, -2.05645], [-4.72561, 0.23682, -3.38117], [-2.29445, 0.08468, -5.66788], [-1.80293, -1.12100, -5.19061], [-2.03784, -2.33304, -5.88422], [-1.19373, -3.43549, -5.19795], [-1.50172, -3.37513, -3.67686], [-1.67383, -2.40032, -3.47628], [-2.42075, -3.77903, -3.56565], [-0.55263, -4.04594, -2.65852], [-0.45325, -5.57159, -2.73041], [0.13326, -6.11696, -3.85767], [1.51867, -6.31588, -3.81296], [-1.61678, 0.32534, -6.48701], [-2.29774, 0.98750, -5.05713], [-3.24782, 0.03958, -6.19433], [-1.93863, -2.23078, -6.96487], [-3.03522, -2.74315, -5.72567], [-0.14201, -3.21613, -5.38195], [-1.47928, -4.43137, -5.53677], [-1.09465, -3.83312, -1.73709], [0.34713, -3.45541, -2.83112], [-1.40478, -6.07438, -2.55754], [0.08773, -5.93243, -1.85564], [1.83926, -6.98647, -4.61023], [1.94976, -6.77297, -2.92225], [2.06699, -5.37398, -3.82944], [-2.30170, -0.65577, 4.49295], [-3.44806, 0.00221, 4.89372], [-3.64658, -0.03302, 6.31066], [-4.72881, 0.97003, 6.65608], [-5.93116, 0.70690, 5.74859], [-6.05395, -0.27936, 5.56893], [-6.72213, 0.95417, 6.32594], [-6.03913, 1.53214, 4.47640], [-7.27439, 1.13762, 3.71985], [-7.12248, -0.16922, 3.16895], [-8.41545, -0.63613, 2.83169], [-2.52502, -1.72185, 4.53418], [-1.38471, -0.23919, 4.90969], [-2.25594, -0.39916, 3.43457], [-2.80991, 0.11452, 6.99354], [-3.97733, -1.05791, 6.47887], [-4.55006, 2.03763, 6.78412], [-5.11089, 0.65579, 7.62735], [-5.18119, 1.62204, 3.81010], [-6.05096, 2.53339, 4.90705], [-7.39056, 1.86695, 2.91818], [-8.15684, 1.21891, 4.35449], [-8.87912, -1.03602, 3.73347], [-8.15759, -1.52387, 2.25417], [-9.17006, 0.00840, 2.38086], [-2.66934, 7.55062, 0.30113], [-2.19637, 6.24590, 0.65724], [-2.58677, 5.89437, 2.07715], [-1.88205, 4.59174, 2.61637], [-0.38844, 4.88240, 2.75034], [0.38007, 3.72489, 3.45105], [-0.28292, 3.35516, 4.80023], [-1.87331, 3.14989, 4.74787], [-2.58293, 4.29936, 3.94626], [-2.18246, 3.36836, 1.66297], [-2.05335, 8.16269, 0.95994], [-3.71692, 7.78962, 0.48422], [-2.48111, 7.77352, -0.74910], [-1.16767, 6.17232, 0.30445], [-2.74412, 5.53699, 0.03634], [-3.66077, 5.74310, 2.18555], [-2.31905, 6.66556, 2.79944], [-0.08121, 5.80409, 3.24450], [-0.09611, 4.86658, 1.70039], [1.43262, 3.97363, 3.58656], [0.47275, 2.84899, 2.80894], [0.00100, 4.20091, 5.42649], [0.18141, 2.43812, 5.16291], [-2.25682, 2.97825, 5.75363], [-2.04767, 2.22819, 4.19274], [-2.49698, 5.16255, 4.60627], [-3.60926, 4.02403, 3.70352], [-3.25778, 3.38244, 1.48524], [-1.84059, 2.43916, 2.11884], [-1.71010, 3.39869, 0.68110], [7.73480, -0.32895, 6.46643], [6.91164, -0.72457, 5.28846], [5.44085, -0.20430, 5.49362], [4.45371, -0.48628, 4.30633], [4.91361, 0.31453, 3.03120], [3.89328, 0.08195, 1.87542], [2.46291, 0.46713, 2.40729], [2.06312, -0.36318, 3.60903], [3.03395, -0.11141, 4.76528], [4.58950, -2.01086, 3.98879], [8.68659, -0.85757, 6.41398], [7.32900, -0.64678, 7.42685], [7.96889, 0.73518, 6.49695], [6.85884, -1.81319, 5.27413], [7.42948, -0.47180, 4.36323], [5.39557, 0.88333, 5.54960], [4.98381, -0.53944, 6.42469], [4.90810, 1.28003, 3.53703], [5.91635, 0.02387, 2.71794], [4.03050, 0.71454, 0.99844], [3.95223, -0.93063, 1.47630], [2.37097, 1.52068, 2.67124], [1.80644, 0.20895, 1.57635], [1.06234, -0.02273, 3.87478], [1.90054, -1.39636, 3.30214], [3.18749, 0.88614, 5.17686], [2.65749, -0.62923, 5.64747], [4.40290, -2.58755, 4.89471], [5.60205, -2.17372, 3.61958], [3.85900, -2.45057, 3.30973], [1.93144, -2.36451, -0.09144], [2.34546, -3.90876, -0.01158], [3.83502, -4.02195, 0.31693], [4.20006, -5.44913, 0.80530], [5.75130, -5.51034, 0.78101], [6.33784, -6.88995, 1.10767], [5.71617, -7.97549, 0.14145], [4.21636, -7.89844, 0.10665], [3.64942, -6.49583, -0.17411], [3.69678, -5.69951, 2.24854], [2.51822, -1.69612, -0.72155], [1.89835, -1.97133, 0.92463], [0.90051, -2.19197, -0.40049], [2.34761, -4.32816, -1.01765], [1.59152, -4.49762, 0.51083], [3.95862, -3.45515, 1.23972], [4.41067, -3.67475, -0.54108], [6.08633, -5.26320, -0.22635], [6.27370, -4.80654, 1.42898], [7.39856, -6.97935, 0.87323], [6.14282, -7.14050, 2.15041], [6.02501, -7.88456, -0.89992], [5.97872, -8.96046, 0.52743], [3.91867, -8.57243, -0.69661], [3.74698, -8.30857, 1.00084], [4.02835, -6.16871, -1.14236], [2.56024, -6.53619, -0.16168], [2.60847, -5.70277, 2.18774], [4.04730, -4.95365, 2.96193], [4.02146, -6.69398, 2.55465], [6.39065, 0.18186, -1.13378], [5.06086, 0.63310, -1.92675], [5.00012, 0.17903, -3.43614], [3.64899, 0.45865, -4.17973], [3.79399, -0.07172, -5.62659], [2.48355, -0.24651, -6.40131], [1.35873, -0.85597, -5.58243], [1.17679, -0.16209, -4.18634], [2.50497, -0.19478, -3.37764], [3.38996, 1.95854, -4.29695], [6.35912, 0.44097, -0.07549], [7.31735, 0.56706, -1.55916], [6.41214, -0.90788, -1.14284], [4.88134, 1.70587, -1.85586], [4.29089, 0.10623, -1.36314], [5.10405, -0.90128, -3.53729], [5.78122, 0.68269, -4.00563], [4.30139, -1.03222, -5.53661], [4.53484, 0.54504, -6.13536], [2.62920, -0.79433, -7.33230], [2.26272, 0.80684, -6.57394], [1.67552, -1.87543, -5.36231], [0.48887, -0.81933, -6.23825], [0.52490, -0.83821, -3.63317], [0.82692, 0.85792, -4.34538], [2.70113, -1.23970, -3.13729], [2.37212, 0.29394, -2.41246], [4.29845, 2.39741, -4.70945], [3.16307, 2.29159, -3.28417], [2.45645, 2.00639, -4.85761], [-0.44279, 3.11578, -6.88427], [-0.66997, 3.67224, -5.47674], [-1.44854, 4.96367, -5.55980], [-1.77170, 5.78733, -4.25110], [-2.93914, 6.71653, -4.44524], [-4.33980, 5.94871, -4.41093], [-4.51275, 5.06042, -3.20569], [-3.32023, 4.05212, -3.10823], [-2.00231, 4.85073, -2.98503], [-0.55666, 6.73551, -4.08489], [0.36941, 2.40362, -6.73840], [-0.22645, 3.85076, -7.65959], [-1.31200, 2.55106, -7.22138], [0.24718, 4.05117, -5.02578], [-1.11895, 2.91700, -4.83168], [-2.44494, 4.65554, -5.87657], [-1.06052, 5.71180, -6.25108], [-2.80278, 7.29965, -5.35599], [-2.84155, 7.48107, -3.67448], [-4.27565, 5.34205, -5.31422], [-5.15064, 6.67629, -4.37519], [-5.52529, 4.65924, -3.24929], [-4.50156, 5.67041, -2.30243], [-3.38858, 3.40317, -3.98132], [-3.51573, 3.48351, -2.19908], [-1.16232, 4.19999, -2.74199], [-2.15810, 5.53383, -2.15004], [-0.46793, 7.26919, -5.03115], [0.29267, 6.10456, -3.82289], [-0.84994, 7.35755, -3.23923], [-0.41682, 1.26495, -0.64334], [-0.91732, -0.15243, -0.27350], [-0.92336, -0.46533, 0.92157], [-1.28782, -0.87831, -1.21153], [-1.23443, 1.85414, -1.05862], [0.43221, 1.22807, -1.32590], [-0.06574, 1.83776, 0.21499], [-0.43283, -3.28803, 3.50677], [0.65197, -3.78828, 4.43767], [1.84820, -3.69814, 4.11324], [0.34786, -4.01317, 5.63339], [-1.30839, -3.01793, 4.09715], [-0.72535, -4.11041, 2.85391], [-0.14051, -2.42489, 2.90874], [2.95308, 3.81375, -0.65285], [2.66889, 2.54685, -0.35729], [3.19433, 4.42651, 0.51269], [3.96638, 3.94192, -1.48035], [1.42967, 4.58830, -1.49113], [1.83458, 5.99343, -1.56412], [1.39828, 3.85823, -2.77931], [0.21675, 4.35075, -0.67355]],
  "forces_ev_per_a": [[-0.2, 0.1, -0.7], [1.2, -0.3, -1.2], [-0.5, 0.8, 1.5], [-1.3, 1.4, -1.1], [-0.1, -0.3, 2.1], [1.0, 0.7, -0.3], [-0.5, -0.5, -0.2], [0.6, -0.6, -0.2], [0.1, -0.4, 0.6], [0.2, -0.1, 0.0], [-0.5, 0.2, 0.3], [-0.2, 0.3, -0.3], [0.0, -0.4, 0.1], [0.0, 0.1, 0.7], [-0.6, -0.1, 0.1], [0.6, -0.6, -0.5], [0.1, -0.7, 0.4], [0.0, 0.3, -0.3], [0.2, 0.6, -0.1], [-0.2, 0.1, -0.9], [0.4, 0.0, 0.1], [-0.4, -0.1, -0.1], [0.2, -0.2, 0.1], [0.0, 0.3, -0.2], [0.0, -0.3, 0.2], [0.1, 0.8, -3.1], [0.1, -1.3, 2.2], [-0.7, -0.5, 0.8], [0.2, 0.8, -0.1], [0.1, -1.2, -1.3], [0.5, 1.0, 0.5], [-0.4, -0.5, -0.1], [-1.2, 0.5, -0.9], [0.4, -0.3, 0.2], [-0.3, -0.2, -0.5], [1.2, 0.1, 0.1], [0.1, 0.5, -0.3], [0.2, -0.8, 1.0], [-0.4, -0.4, 0.5], [0.6, -0.2, 0.0], [-0.8, 0.7, -0.1], [0.1, -0.4, 0.5], [0.2, 0.1, -0.1], [0.7, 0.4, 0.3], [0.3, -0.4, 0.7], [-0.5, 0.4, -0.5], [0.4, 0.5, 0.4], [-0.3, 0.4, -0.3], [-0.8, -0.5, 0.7], [0.0, 0.4, -0.6], [-0.4, 0.1, -1.9], [-0.2, 1.7, 1.6], [-0.6, 0.0, -0.7], [-1.1, -1.7, 0.5], [1.0, 1.0, -0.3], [0.3, -0.6, -0.3], [-0.7, 0.2, 0.0], [0.0, 0.8, 0.7], [0.4, 0.3, -0.3], [0.0, 2.0, 0.6], [-0.1, -2.5, 0.4], [0.8, -0.1, 0.5], [0.1, -0.6, 0.6], [0.4, -0.3, -0.3], [0.6, 0.3, -0.5], [-0.4, -0.1, 0.7], [0.3, -0.1, -0.8], [0.1, 0.1, 0.3], [0.4, -1.3, 0.5], [-0.8, 0.3, -0.3], [-0.2, 0.1, -0.1], [-0.2, -0.2, 0.1], [-0.2, 0.1, 0.2], [-0.7, 0.1, -0.5], [0.7, 0.5, -0.4], [-0.3, 2.9, 0.0], [-0.7, -3.2, -0.6], [1.3, -0.8, 0.5], [-1.1, 0.1, 0.0], [0.9, -2.1, -0.7], [-1.2, -0.5, -0.2], [-0.6, 0.5, -0.6], [1.7, 0.2, -1.6], [1.5, -1.0, 1.0], [0.3, 0.9, 0.5], [-0.3, 1.1, -0.5], [-0.1, -0.2, 0.2], [0.2, 0.2, 0.1], [0.3, -0.3, 0.9], [0.1, -0.6, -0.2], [0.0, -0.2, -0.2], [0.2, 0.0, 0.0], [-1.0, 0.3, -0.1], [0.4, 0.5, 0.1], [-0.1, 0.6, 0.2], [-0.5, -0.1, -0.3], [-0.4, -0.2, 0.6], [-0.1, 0.1, 0.3], [-0.2, 0.5, -0.1], [0.0, -0.2, 0.1], [-0.4, 0.4, -0.5], [0.0, 0.3, 0.1], [0.0, -0.1, 0.3], [-0.2, 0.2, 0.2], [0.4, 0.8, 0.3], [1.1, 0.1, 0.8], [-1.7, -0.7, 0.2], [0.5, 0.7, -1.6], [0.8, -3.0, 0.1], [-1.4, -0.5, 0.7], [-0.7, 1.6, 1.5], [0.7, -1.4, -1.1], [-0.3, 1.4, -0.2], [0.4, -0.7, -0.6], [-0.3, 0.5, 0.6], [0.1, 0.1, -0.1], [-0.3, 0.2, -0.1], [-0.1, 0.0, 0.1], [0.0, -0.1, 0.1], [-0.4, 0.5, -0.1], [0.4, 0.2, 0.1], [0.1, -0.6, -0.2], [0.1, 0.6, -1.2], [0.0, -0.1, 0.6], [0.7, 0.3, 0.2], [-0.1, -0.2, 0.4], [0.3, 0.1, -0.4], [-0.5, 0.5, 0.1], [-0.1, 0.1, 0.4], [0.6, -0.2, 0.5], [-0.6, 0.5, -0.8], [0.9, -0.8, 0.0], [0.3, 0.3, 0.3], [-0.2, 0.0, 0.1], [-0.1, 0.9, -0.3], [-0.5, -1.2, 0.8], [0.1, 1.6, -2.3], [-1.7, -1.0, 2.5], [1.1, 0.5, 0.2], [1.0, -1.0, -0.4], [-1.2, -1.2, -1.6], [0.0, 0.6, 1.3], [-0.8, 0.0, 0.1], [1.2, -0.7, 0.2], [-0.2, -0.3, -1.3], [0.5, -0.4, 0.0], [0.4, 0.1, 0.1], [-0.2, -0.5, -0.3], [-0.7, 0.1, -0.4], [0.4, 0.2, 0.7], [0.7, 0.4, -0.3], [0.3, -0.4, 0.4], [-0.4, 0.1, -0.2], [-1.0, 0.5, 0.3], [0.1, 0.8, 0.5], [0.2, -0.2, 0.0], [0.7, 0.2, 0.2], [0.2, 0.0, -0.3], [-0.5, 0.2, -0.1], [0.1, 0.0, 0.2], [-0.2, 0.1, -0.2], [0.1, 0.4, 0.2], [0.1, 0.1, 0.2], [0.1, 0.1, -0.4], [0.1, 0.2, -0.1], [-1.1, 0.1, -1.2], [0.8, -0.8, 0.1], [-0.5, 0.3, 0.6], [0.5, -0.1, 0.6], [0.5, -1.7, 0.7], [0.5, 1.6, 1.1], [1.0, 0.5, 0.6], [1.0, -1.0, -1.0], [-0.7, 0.4, -1.5], [-0.3, -1.5, 1.1], [-0.3, 0.4, -0.2], [-0.1, 0.0, 0.0], [0.2, -0.1, -0.2], [0.2, -0.1, 0.1], [-0.4, 0.2, -0.1], [0.2, 0.0, 0.1], [-0.1, -0.1, -0.1], [-0.1, -0.2, 0.2], [-0.3, 0.4, 0.1], [0.3, 0.3, 0.0], [-0.7, -0.1, -0.9], [-0.4, -0.5, -0.2], [-0.3, -0.2, 0.5], [-0.6, 0.8, 0.2], [-0.4, -0.1, 0.5], [0.7, -0.1, -0.4], [0.3, 0.4, -0.3], [-0.5, 0.2, -0.2], [0.2, 0.4, -0.2], [0.5, 0.7, -0.3], [-0.1, -0.5, 0.6], [0.9, 1.9, 0.2], [-3.0, 0.0, 0.7], [1.6, -1.0, -0.1], [-1.5, -0.6, 0.5], [2.0, 1.0, 0.0], [0.9, 0.0, 0.1], [-1.3, 1.2, -0.2], [-1.0, 0.5, -0.9], [-1.2, -1.4, 0.9], [0.2, 0.0, -0.7], [0.3, 0.0, 0.2], [-0.1, 0.0, 0.0], [0.6, -1.0, 0.1], [-0.1, 0.2, 0.1], [-0.1, 0.4, -0.5], [0.1, -0.3, 0.0], [0.0, -0.5, -0.3], [-0.3, -0.2, 0.4], [-0.9, 0.1, -0.2], [0.1, 0.1, -0.8], [0.2, -0.6, 0.0], [0.0, 0.2, 0.2], [0.4, -0.2, 0.0], [0.6, -0.3, 0.0], [0.3, 0.4, -0.6], [0.3, 0.2, 0.0], [0.2, 0.1, 0.4], [0.2, 0.3, -0.2], [0.6, 0.3, -0.2], [0.0, -0.2, 0.6], [0.9, 1.9, -0.3], [-0.3, -0.6, 1.6], [-0.7, -1.3, -1.2], [0.0, -0.1, -0.5], [-0.3, 0.0, -0.4], [0.0, -0.3, 0.2], [-0.7, -0.9, 0.5], [1.5, 2.6, -2.5], [-0.6, -0.9, 0.5], [-0.3, -0.8, 1.4], [0.1, -0.2, -0.1], [0.0, 0.0, -0.1], [0.4, -0.1, 0.1], [-2.5, 1.9, 0.2], [0.6, -1.2, -0.2], [0.4, -0.1, -0.3], [0.5, -0.5, 0.2], [0.2, 1.3, -0.6], [-0.6, -1.7, 0.0], [-0.1, 0.3, 1.1], [1.3, -0.2, -0.2]],
  "homo_lumo_gap_ev": [8.869, 5.448],
  "spin_multiplicity": 2,
  "s_squared": 0.76,
  "total_energy_ha": -4794.80600,
  "charge": 6
}